No. 1
89
Properties=species:S:1:pos:R:3:lowdin_charge:R:1 method="wB97M-V/def2-TZVPD" homo_energy_ev=-6.57 e_lumo_ev=-0.964 charge=0 energy_ha=-2940.98329
C -5.06795 1.82347 0.08802 -0.112
O -3.79284 2.39450 -0.35759 -0.203
C -3.07525 1.26389 -1.00007 -0.158
C -1.52659 1.34320 -0.65005 -0.140
C -0.81623 1.01672 -2.08477 -0.383
P -1.03410 2.45020 -3.35185 0.999
C 0.59566 3.45501 -3.39225 -0.234
O -1.16900 1.76228 -4.91979 -0.308
O -1.49342 -0.20864 -2.43029 -0.170
C -1.05535 -1.33438 -1.57082 -0.208
B -0.02130 -1.97959 -2.70132 -0.455
O 0.04898 -3.36744 -3.06826 0.095
O 0.98205 -1.17007 -3.39792 0.106
P -2.55659 -2.47764 -1.61412 0.711
O -3.19598 -2.28657 -3.01670 -0.283
O -2.28015 -4.14501 -1.48997 -0.175
O -3.80087 -2.17967 -0.50355 -0.170
C -0.44687 -0.91660 -0.15215 -0.264
N 1.04727 -0.86917 -0.06490 0.117
C -0.71780 -2.17364 0.86511 -0.125
C -0.00314 -3.55192 0.52688 -0.173
C 1.44234 -3.75960 1.25806 -0.163
C 1.30291 -3.99167 2.85186 -0.155
N 2.41148 -3.25483 3.51618 -0.223
C 2.18315 -2.05735 4.28267 -0.053
C 3.64194 -1.66177 4.70251 -0.069
C 4.60585 -2.76736 4.14180 -0.069
C 3.73826 -3.79113 3.34916 -0.059
N -0.95602 0.41515 0.42645 -0.092
C 0.06110 1.27340 1.12995 -0.135
C 1.13443 2.17332 0.40249 -0.134
C 2.69273 1.72527 0.65400 -0.123
C 3.39926 1.37315 -0.76731 -0.187
O 4.27181 2.49435 -1.15414 -0.103
C 5.44322 1.93697 -1.75196 -0.262
O 5.69466 2.04425 -2.96952 0.061
C -2.05590 0.28821 1.44881 -0.098
C -1.73910 -0.02004 2.98163 -0.151
O -2.06290 1.09288 3.89979 -0.089
C -0.83395 1.48545 4.54022 -0.227
O -0.47348 0.83979 5.55513 0.053
H -4.90537 1.06865 0.95137 0.090
H -5.79283 2.61393 0.46989 0.102
H -5.61051 1.27706 -0.77638 0.113
H -3.64955 0.33396 -0.71468 0.092
H -3.33540 1.45306 -2.11186 0.153
H -1.41120 2.45938 -0.36236 0.189
H 0.31544 0.87722 -2.01250 0.096
H 0.52965 4.35038 -4.09856 0.067
H 0.91839 3.78414 -2.34405 0.044
H 1.43412 2.77866 -3.79661 0.045
H -2.09569 1.50174 -5.11125 0.062
H 0.99812 -3.61403 -2.95523 0.127
H 1.72199 -0.97278 -2.76807 0.100
H -2.22290 -4.46741 -2.42463 0.100
H -4.05376 -2.97477 0.01676 0.094
H 1.37234 -1.02648 0.91353 0.085
H 1.54733 -1.61852 -0.54375 0.089
H -0.26156 -1.94259 1.90878 0.107
H -1.81638 -2.37471 1.07858 0.102
H -0.65690 -4.37119 1.02483 0.136
H 0.08811 -3.87247 -0.55268 0.095
H 2.21276 -2.97624 0.96628 0.100
H 1.83048 -4.76364 0.83190 0.121
H 1.32658 -5.09654 3.13526 0.136
H 0.29071 -3.57560 3.19771 0.121
H 1.21766 -1.51263 4.51628 0.095
H 3.94024 -0.74786 5.33011 0.083
H 5.74043 -2.83840 4.25541 0.081
H 4.05635 -4.73566 2.78875 0.124
H 0.66332 0.72411 1.95298 0.134
H -0.56482 2.04349 1.73147 0.150
H 1.13193 3.23871 0.86342 0.142
H 1.05677 2.36199 -0.70772 0.076
H 3.31615 2.56577 1.10419 0.122
H 2.75092 0.78134 1.31620 0.099
H 3.99194 0.38874 -0.73006 0.122
H 2.64391 1.25888 -1.62204 0.113
H 6.16540 1.36645 -1.07308 0.159
H -2.60121 1.30518 1.58701 0.165
H -2.89475 -0.43798 1.14304 0.132
H -0.68192 -0.33664 3.24438 0.092
H -2.42397 -0.88263 3.33472 0.158
H -0.17362 2.32923 4.14791 0.164
C -2.05986 5.67029 -3.95159 -0.877
O -2.04031 4.83273 -4.89991 -0.121
O -2.28288 6.93404 -4.40687 0.028
O -1.91048 5.51680 -2.72299 -0.082
H -2.33747 6.63546 -5.33532 0.087

=====

No. 2
108
Properties=species:S:1:pos:R:3:lowdin_charge:R:1 method="wB97M-V/def2-TZVPD" homo_energy_ev=-9.45 e_lumo_ev=0.148 charge=0 energy_ha=-17522.68383
N 1.16592 -4.08294 1.26724 0.221
C 0.96326 -3.04032 0.81542 -0.185
C 0.49959 -1.72300 0.36503 -0.619
N 1.73301 -0.94021 0.14801 0.082
O -0.19154 -1.86868 -0.83096 -0.021
C -0.29386 -0.98564 1.45424 -0.601
S 0.81901 -1.04072 2.94606 0.813
C -0.38658 0.42797 1.10520 -0.307
N -0.35051 1.54206 0.80164 0.202
C -1.70620 -1.53683 1.81889 -0.203
C -2.22695 -2.76181 1.05355 -0.273
C -3.42416 -2.53355 0.10513 -0.605
I -3.29424 -0.77764 -1.12411 0.890
H 1.62150 -0.36938 -0.67265 0.096
H 2.49889 -1.58339 0.01314 0.028
H -0.45116 -1.00238 -1.15396 0.039
H 0.04633 -0.79215 4.00917 -0.193
H -2.42126 -0.73001 1.72912 0.056
H -1.70575 -1.77536 2.86429 0.029
H -2.62021 -3.45291 1.79220 0.098
H -1.48797 -3.31446 0.49428 0.082
H -4.34708 -2.62195 0.67045 -0.024
H -3.41982 -3.37214 -0.57247 0.038
C -3.14387 0.69268 -5.25188 -1.031
Cl -3.44932 1.80007 -3.90585 0.450
Cl -3.17282 1.55106 -6.79872 0.472
H -2.16720 0.23958 -5.11981 0.011
H -3.91396 -0.07276 -5.25515 -0.082
C 5.27080 -1.05991 1.76370 -1.031
Cl 4.47329 0.31686 0.99496 0.557
Cl 5.08756 -2.53227 0.79265 0.534
H 6.32775 -0.84094 1.86939 -0.014
H 4.82365 -1.22675 2.73436 -0.064
C -6.16967 -2.29626 -6.28237 -1.015
Cl -4.84823 -2.24440 -5.10586 0.550
Cl -6.11822 -0.90719 -7.37610 0.520
H -6.07954 -3.20452 -6.86627 0.031
H -7.11269 -2.28346 -5.74375 -0.082
C -4.04672 6.02609 -4.13953 -0.997
Cl -3.96656 4.60687 -5.18369 0.490
Cl -5.52433 6.03542 -3.16109 0.540
H -3.19292 6.01623 -3.47286 0.029
H -4.03325 6.91863 -4.75280 0.025
C 5.99431 -0.35821 5.62850 -0.974
Cl 4.35628 -0.19721 4.98276 0.563
Cl 6.82795 -1.74025 4.90860 0.533
H 6.54761 0.54370 5.39644 0.033
H 5.93883 -0.49886 6.70084 0.028
C 7.10323 -0.54998 -1.50641 -1.033
Cl 8.36008 -0.66562 -0.26375 0.495
Cl 7.35354 0.84481 -2.56173 0.514
H 7.12880 -1.45105 -2.10664 0.029
H 6.14153 -0.44916 -1.02008 -0.048
C 10.24612 -3.08827 3.76922 -1.024
Cl 9.49873 -2.00443 2.59279 0.479
Cl 11.98346 -3.26552 3.48880 0.535
H 10.09447 -2.68182 4.76199 0.018
H 9.78076 -4.06297 3.68828 0.029
C -2.82774 2.59404 3.75870 -0.995
Cl -1.51948 1.51134 4.24020 0.516
Cl -4.01993 1.73243 2.78844 0.512
H -3.30446 2.98474 4.64925 0.027
H -2.41392 3.40285 3.16761 0.030
C 0.09348 0.20018 -9.12506 -1.019
Cl -0.63228 -0.56721 -10.54146 0.505
Cl -0.56951 -0.44084 -7.61895 0.498
H 1.16079 0.01773 -9.13892 0.024
H -0.10694 1.26414 -9.16470 0.025
C -5.93763 7.70394 0.01028 -1.037
Cl -6.12564 6.79459 1.51505 0.504
Cl -4.44276 8.64521 -0.00437 0.491
H -5.90929 7.00761 -0.81837 -0.060
H -6.77536 8.38378 -0.09291 0.018
C -10.38213 -2.05862 -5.13539 -1.000
Cl -9.04326 -3.14341 -4.72484 0.557
Cl -11.62433 -2.88214 -6.08012 0.515
H -10.82502 -1.69578 -4.21642 0.026
H -9.99167 -1.23212 -5.71714 0.028
C 2.49306 3.36060 4.53300 -1.024
Cl 1.31826 3.23772 3.22453 0.500
Cl 1.72170 3.73175 6.08375 0.493
H 3.01033 2.41458 4.62352 -0.022
H 3.19580 4.15098 4.29825 0.024
C -0.68003 -4.28071 4.67936 -1.004
Cl -1.71748 -5.57404 5.28751 0.518
Cl -1.18473 -2.69684 5.29044 0.534
H 0.33756 -4.46656 4.99866 0.031
H -0.73436 -4.26728 3.59633 0.005
C 1.67507 -4.25941 -3.57997 -1.028
Cl 0.75443 -3.26835 -4.71350 0.499
Cl 3.41076 -4.21263 -3.91990 0.497
H 1.50731 -3.87964 -2.58352 0.003
H 1.33229 -5.28413 -3.65450 0.026
C 15.62988 -4.12950 4.15543 -1.039
Cl 16.31555 -4.73940 2.64534 0.502
Cl 16.05270 -5.15647 5.53048 0.500
H 16.01478 -3.13322 4.33450 0.026
H 14.55159 -4.10604 4.06107 -0.039
C -6.49835 -3.27529 3.14354 -0.996
Cl -6.05229 -4.66568 2.14509 0.519
Cl -5.26247 -2.01342 3.09644 0.548
H -7.42848 -2.86332 2.77209 0.027
H -6.61716 -3.60571 4.16799 0.026
C -5.07516 12.46729 0.34268 -1.038
Cl -6.29198 11.67859 -0.66618 0.490
Cl -4.83807 14.15797 -0.11370 0.504
H -5.40218 12.42785 1.37420 0.026
H -4.13638 11.93978 0.22604 0.013